Formula: C5H9NO
Source: OMol25
Level of theory: the ωB97M-V functional and the def2-TZVPD basis

Output
Maximum force = 0.046 Eh/bohr
Structure (SMILES) = Cc1ccc[nH]1.O
ΔE to the lowest compared entry with this formula, charge and spin = 41.2 kcal/mol
HOMO-LUMO gap = 8.7 eV
Highest occupied orbital energy = -0.2947 Eh
E_tot = -325.87186 hartree
Net charge = 0

Cartesian coordinates (Å):
C (-1.48240, 0.05853, 1.25602)
C (-0.70089, -0.12014, -0.01699)
C (-1.16188, -0.81121, -1.11313)
C (-0.37296, -0.42440, -2.24575)
C (0.30554, 0.72166, -1.83410)
N (0.23213, 0.77341, -0.44526)
H (-1.60387, 1.13061, 1.43788)
H (-2.41011, -0.49204, 1.26461)
H (-0.95746, -0.43209, 2.07843)
H (-1.89438, -1.59396, -0.99776)
H (-0.19383, -1.22542, -2.95170)
H (1.04798, 1.35937, -2.28918)
H (0.44744, 1.62190, 0.05459)
O (2.77316, -0.41149, 2.25066)
H (3.08088, 0.49871, 2.22764)
H (2.89065, -0.65343, 1.32404)

Charges obtained by Löwdin population analysis, quoted in units of e: number 1, C, carries -0.035; number 2, C, carries -0.351; number 3, C, carries -0.081; number 4, C, carries -0.093; number 5, C, carries -0.124; number 6, N, carries 0.038; number 7, H, carries 0.079; number 8, H, carries 0.070; number 9, H, carries 0.071; number 10, H, carries 0.098; number 11, H, carries 0.092; number 12, H, carries 0.094; number 13, H, carries 0.145; number 14, O, carries -0.062; number 15, H, carries 0.027; number 16, H, carries 0.032

Formula: C5H7NO
Source: OMol25
Level of theory: the ωB97M-V functional and the def2-TZVPD basis

Output
Maximum force = 0.010 Eh/bohr
ΔE to the lowest compared entry with this formula, charge and spin = 110.3 kcal/mol
HOMO-LUMO gap = 8.8 eV
Highest occupied orbital energy = -0.3083 Eh
E_tot = -324.54870 hartree
Net charge = 0

Cartesian coordinates (Å):
O (-2.14934, 0.03791, -0.20475)
C (-1.43158, 0.00356, -1.17742)
C (0.05863, -0.21646, -1.18467)
C (1.00942, 0.75823, -0.55291)
C (0.46566, 1.01646, 0.86001)
C (0.28993, -0.46166, 1.20014)
N (0.60153, -1.08811, -0.12725)
H (-1.84884, 0.21518, -2.18462)
H (0.37800, -0.57545, -2.16550)
H (1.60386, -1.20682, -0.26130)
H (-0.46490, 1.59641, 0.89488)
H (1.21678, 1.51300, 1.47834)
H (-0.72197, -0.74768, 1.48350)
H (0.99282, -0.84457, 1.94155)

Charges obtained by Löwdin population analysis, quoted in units of e: number 1, O, carries 0.051; number 2, C, carries -0.195; number 3, C, carries -0.350; number 4, C, carries 0.073; number 5, C, carries -0.210; number 6, C, carries -0.178; number 7, N, carries 0.019; number 8, H, carries 0.125; number 9, H, carries 0.131; number 10, H, carries 0.117; number 11, H, carries 0.105; number 12, H, carries 0.092; number 13, H, carries 0.102; number 14, H, carries 0.117